(1)
Formula: C29H50CeN4O4Se
Source: OMol25
Level of theory: ωB97M-V/def2-TZVPD

Its frontier orbital gap (alpha / beta) is 6.7 / 6.7 eV. The value obtained for the HOMO energy (alpha / beta) is -13.81 / -13.81 eV. The value obtained for the LUMO energy (alpha / beta) is -7.1072 / -7.1321 eV. The total charge is +2.

Each line ends with the Löwdin charge.
Cartesian coordinates (Å):
Ce 1.5790 -0.9907 2.2507  1.13
C 2.6230 3.9503 -2.4424  -0.02
C 2.9143 2.4028 -2.6223  -0.28
C 2.5275 1.9668 -4.0202  -0.12
C 1.0973 1.5309 -4.3571  -0.41
C 0.9833 1.3215 -5.8930  -0.02
C -0.0416 2.4182 -3.8557  -0.01
N 0.9351 0.1390 -3.5652  0.09
C -0.3680 -0.4565 -3.4326  -0.15
C -0.3575 -1.8242 -2.8064  -0.19
N -0.5244 -1.8241 -1.3833  -0.09
C -0.1173 -3.1729 -0.9380  -0.07
C -0.1465 -3.4267 0.5831  -0.52
O -0.7026 -4.4056 0.9769  0.16
O 0.6421 -2.6058 1.3199  -0.23
C -2.0069 -1.4124 -1.2552  -0.28
C -2.8688 -2.5318 -0.7120  -0.02
C -2.1597 -0.0588 -0.5589  -0.11
C -1.4563 0.2329 0.7312  -0.53
C -1.8906 -0.8208 1.7694  0.02
C -2.1168 1.5043 1.1616  -0.03
N 0.0500 0.3011 0.5891  -0.02
C 0.4382 1.6466 0.0240  -0.14
C 1.8765 1.9992 -0.3269  -0.12
N 2.4385 1.3730 -1.5772  -0.11
C 3.5786 0.4648 -1.2629  -0.07
C 3.1219 -0.7389 -0.4398  -0.56
O 2.7811 -1.7878 -0.9394  0.12
O 3.1216 -0.5689 0.8502  -0.21
H 2.9475 4.4333 -3.3229  0.07
H 3.1658 4.3832 -1.6152  0.08
H 1.5578 4.1983 -2.3039  0.08
H 4.0230 2.3451 -2.6270  0.14
H 3.1562 1.1359 -4.3344  0.12
H 2.8460 2.7299 -4.7648  0.15
H 1.1515 2.2428 -6.4678  0.11
H -0.0313 0.9549 -6.1603  0.09
H 1.6321 0.6099 -6.4349  0.10
H 0.1385 3.4093 -4.2244  0.10
H -0.0059 2.4973 -2.8223  0.04
H -1.0432 2.0748 -4.2008  0.12
H 1.2815 0.4810 -2.6264  0.13
H 1.6613 -0.4893 -3.9050  0.17
H -0.7860 -0.6025 -4.4346  0.15
H -1.0078 0.3148 -2.9836  0.11
H 0.6566 -2.0713 -3.0937  0.13
H -1.1101 -2.4371 -3.3062  0.15
H 0.9432 -3.2308 -1.1647  0.12
H -0.6640 -3.9968 -1.4062  0.15
H -2.3479 -1.2745 -2.2964  0.13
H -2.3687 -3.0794 0.0811  0.05
H -3.1456 -3.3099 -1.4254  0.10
H -3.8372 -2.2018 -0.3015  0.11
H -3.2353 0.0785 -0.4174  0.14
H -1.8157 0.7901 -1.2306  0.12
H -2.9517 -0.7352 1.8645  0.11
H -1.4554 -0.6363 2.7592  0.05
H -1.5016 -1.7931 1.4213  0.07
H -3.1571 1.2851 1.2014  0.10
H -1.9508 2.3274 0.4826  0.09
H -1.6819 1.9736 2.0670  0.09
H 0.1311 -0.3839 -0.2221  0.11
H 0.3211 2.3753 0.7799  0.11
H -0.2476 1.8923 -0.8358  0.12
H 2.5391 1.7379 0.5064  0.13
H 1.8212 3.0371 -0.4777  0.09
H 4.4292 0.9706 -0.6955  0.16
H 4.0693 0.0901 -2.1772  0.14
C -3.4817 -2.2993 5.2622  -0.02
C -2.2055 -1.5452 5.0166  -0.21
C -0.9736 -2.2389 4.8423  0.04
C 0.2324 -1.5476 4.6490  -0.37
C 1.5406 -2.2492 4.7512  -0.10
C 0.1576 -0.1219 4.5874  -0.49
Se 1.8129 0.8770 4.1607  0.88
C -1.0129 0.6232 4.8282  -0.33
C -1.0289 2.1154 4.8088  -0.06
C -2.1324 -0.1210 5.0437  0.00
H -3.7154 -2.8656 4.3806  0.08
H -4.3288 -1.6564 5.4935  0.08
H -3.3511 -2.9121 6.2097  0.12
H -0.9521 -3.2876 4.8490  0.13
H 1.5788 -2.7565 5.6979  0.13
H 2.3690 -1.5837 4.8078  0.04
H 1.5595 -3.0717 4.0266  0.11
H -0.2872 2.5091 5.5486  0.10
H -2.0330 2.4881 5.1243  0.11
H -0.7377 2.4700 3.8131  0.06
H -3.0893 0.4220 5.3465  0.16



(2)
Formula: C29H50NO2Si2V
Source: OMol25
Level of theory: ωB97M-V/def2-TZVPD

Its frontier orbital gap (alpha / beta) is 8.6 / 8.6 eV. The value obtained for the HOMO energy (alpha / beta) is -11.49 / -11.07 eV. As for the spin multiplicity: 2. The value obtained for the LUMO energy (alpha / beta) is -2.8832 / -2.4988 eV. The total charge is +1.

Each line ends with the Löwdin charge.
Cartesian coordinates (Å):
V -0.1532 -0.7187 -0.5425  0.78
C -0.7783 -0.3240 1.3360  -0.28
Si 0.9153 0.2645 1.8870  0.63
C 2.1175 -0.8024 0.7841  -0.19
N 1.8713 -0.6749 -0.7023  -0.29
C 2.2996 0.6865 -1.2170  -0.15
C 3.2579 0.5835 -2.3901  -0.17
C 4.4544 -0.2900 -2.0184  -0.16
C 3.9997 -1.6886 -1.5423  -0.15
C 2.4863 -1.7872 -1.4877  -0.17
C 1.1278 2.0662 1.5256  -0.27
C 0.1260 2.7781 0.8552  -0.09
C 0.2529 4.1433 0.6233  -0.07
C 1.3805 4.8168 1.0684  -0.07
C 2.3852 4.1274 1.7383  -0.07
C 2.2581 2.7658 1.9662  -0.10
C 1.3804 -0.1365 3.6318  -0.25
C 1.8615 -1.3997 3.9968  -0.09
C 2.1869 -1.6878 5.3149  -0.07
C 2.0311 -0.7140 6.2918  -0.07
C 1.5496 0.5424 5.9515  -0.07
C 1.2266 0.8293 4.6319  -0.09
H -1.5477 0.4389 1.4317  0.00
H -1.0299 -1.1568 1.9945  0.01
H 1.9599 -1.8547 1.0446  0.09
H 3.1586 -0.5677 1.0246  0.11
H 2.7866 1.2154 -0.3988  0.11
H 1.4157 1.2690 -1.4870  0.11
H 3.5772 1.5958 -2.6406  0.13
H 2.7513 0.1890 -3.2749  0.11
H 5.0129 0.2095 -1.2237  0.12
H 5.1320 -0.3768 -2.8662  0.11
H 4.4213 -1.9181 -0.5627  0.11
H 4.3544 -2.4703 -2.2152  0.12
H 2.1573 -2.7225 -1.0368  0.11
H 2.0563 -1.7463 -2.4883  0.11
H -0.7696 2.2707 0.5080  0.07
H -0.5309 4.6805 0.1041  0.10
H 1.4749 5.8823 0.9030  0.11
H 3.2632 4.6547 2.0881  0.11
H 3.0463 2.2442 2.5000  0.11
H 1.9855 -2.1803 3.2538  0.09
H 2.5625 -2.6679 5.5790  0.11
H 2.2830 -0.9361 7.3208  0.11
H 1.4292 1.3019 6.7133  0.11
H 0.8539 1.8170 4.3831  0.11
C -0.6149 -1.6793 -4.1967  -0.03
C -1.1689 -0.4739 -3.4774  -0.44
C -0.7145 0.8366 -4.0661  -0.02
O -0.7246 -0.5413 -2.0928  -0.32
H -1.1082 -1.7862 -5.1636  0.10
H -0.7836 -2.5912 -3.6250  0.06
H 0.4580 -1.5686 -4.3737  0.08
H -2.2569 -0.5229 -3.4641  0.13
H 0.3768 0.8929 -4.0702  0.08
H -1.1061 1.6836 -3.5102  0.07
H -1.0630 0.9120 -5.0972  0.10
C -2.9292 -2.6564 -1.4263  -0.19
Si -1.4184 -2.8832 -0.3691  0.53
C -2.0132 -3.3788 1.3182  -0.22
C -0.3317 -4.2705 -0.9839  -0.21
H -3.6869 -3.3759 -1.1036  0.05
H -2.7409 -2.8125 -2.4893  0.03
H -3.3439 -1.6525 -1.2924  0.03
H -2.5719 -4.3139 1.2065  0.05
H -2.6868 -2.6339 1.7464  0.03
H -1.2023 -3.5567 2.0289  0.04
H -0.9504 -5.1388 -1.2335  0.04
H 0.3607 -4.5790 -0.1952  0.03
H 0.2512 -4.0152 -1.8716  0.01
C -5.1283 0.6456 1.0086  -0.06
C -3.9339 1.5598 0.8424  -0.27
O -3.1436 1.1706 -0.2826  -0.21
C -3.5209 1.8589 -1.4692  -0.26
C -2.7946 3.1827 -1.5986  -0.07
H -5.6849 0.9003 1.9125  0.08
H -4.7998 -0.3921 1.0872  0.07
H -5.8102 0.7260 0.1601  0.08
H -3.2903 1.5117 1.7230  0.11
H -4.2471 2.6031 0.7358  0.12
H -4.6037 2.0180 -1.4821  0.12
H -3.2863 1.1987 -2.3026  0.10
H -3.0487 3.8510 -0.7732  0.08
H -3.0656 3.6845 -2.5297  0.09
H -1.7134 3.0350 -1.5865  0.06



(3)
Formula: C29H52BrF3MnN5O2S2Si
Source: OMol25
Level of theory: ωB97M-V/def2-TZVPD

Its frontier orbital gap (alpha / beta) is 4.9 / 6.0 eV. The value obtained for the HOMO energy (alpha / beta) is -12.14 / -12.13 eV. As for the spin multiplicity: 5. The value obtained for the LUMO energy (alpha / beta) is -7.2879 / -6.1652 eV. The total charge is +2.

Each line ends with the Löwdin charge.
Cartesian coordinates (Å):
Mn 0.3047 -0.2604 -0.5174  0.68
O -1.3256 -1.9981 3.0534  0.05
C -1.8995 -3.1034 2.5337  -0.25
C -2.4423 -4.0601 3.3880  0.00
C -3.0447 -5.1867 2.8711  -0.05
C -3.0939 -5.3984 1.4938  -0.06
C -2.5420 -4.4755 0.6365  -0.01
C -1.9368 -3.3187 1.1392  -0.09
C -1.2927 -2.3915 0.2239  -0.38
O -0.8769 -1.2202 0.6082  -0.21
N -1.1237 -2.7755 -1.0162  0.00
N -0.4901 -1.9078 -1.8291  -0.14
C -0.5593 -2.2749 -3.0815  -0.88
S -1.4381 -3.7222 -3.4733  1.00
C -0.9835 -3.6985 -5.2451  -0.48
C -0.8043 -2.2634 -5.6797  -0.48
S 0.1209 -1.3702 -4.3825  0.96
H -1.0593 -1.4468 2.2868  0.04
H -2.3815 -3.8867 4.4495  0.12
H -3.4887 -5.9065 3.5402  0.11
H -3.5630 -6.2855 1.1016  0.11
H -2.5688 -4.6196 -0.4324  0.11
H -1.7853 -4.1901 -5.7959  0.09
H -0.0637 -4.2725 -5.3645  0.09
H -1.7564 -1.7446 -5.8023  0.08
H -0.2285 -2.1922 -6.6004  0.09
N 1.4407 2.8665 0.4653  0.17
C 2.0139 3.2210 1.7901  -0.27
C 2.8673 2.0593 2.2967  -0.08
C 2.0872 0.8022 2.7017  -0.32
N 1.7291 -0.0480 1.5348  0.06
C 0.8738 1.1673 3.5591  -0.08
C -0.0028 2.2665 2.9616  -0.33
N -0.6005 1.8181 1.6911  0.02
C 0.8347 3.5268 2.7106  -0.08
H 2.1498 2.4336 -0.1320  0.12
H 1.0395 3.6766 -0.0122  0.13
H 0.6162 2.1851 0.7259  0.04
H 2.6558 4.1025 1.6852  0.16
H 3.4007 2.4065 3.1822  0.14
H 3.6234 1.8028 1.5505  0.13
H 2.7600 0.2127 3.3394  0.16
H 1.3341 -0.9019 1.9396  0.10
H 2.6190 -0.3431 1.1228  0.10
H 1.2424 1.5229 4.5237  0.14
H 0.2761 0.2755 3.7537  0.12
H -0.7863 2.5042 3.6912  0.16
H -1.3381 2.4578 1.4014  0.10
H -1.0359 0.9070 1.8193  0.09
H 1.1969 3.9083 3.6645  0.14
H 0.2089 4.3053 2.2683  0.13
C -2.4686 6.4389 -2.8464  -0.07
C -2.3592 5.0637 -2.1705  -0.62
C -3.6430 4.8150 -1.3715  -0.09
C -1.2011 5.0911 -1.1658  -0.12
Si -2.1375 3.6872 -3.5511  1.10
Br -0.9568 1.5213 -1.5729  0.43
C -3.7048 2.6942 -4.1688  -0.61
C -4.6494 3.6441 -4.9247  -0.06
C -3.2737 1.5720 -5.1238  -0.09
C -4.4816 2.0249 -3.0259  -0.09
C -0.5792 3.8086 -4.7323  -0.61
C -1.0158 4.5745 -5.9935  -0.07
C 0.5785 4.5734 -4.0763  -0.09
C -0.0203 2.4430 -5.1526  -0.10
H -2.6350 7.1983 -2.0858  0.10
H -3.3042 6.4753 -3.5383  0.09
H -1.5649 6.7032 -3.3867  0.07
H -3.7432 5.5788 -0.6048  0.10
H -3.6135 3.8442 -0.8873  0.08
H -4.5208 4.8771 -2.0048  0.08
H -1.4063 5.8549 -0.4202  0.10
H -0.2580 5.3296 -1.6414  0.06
H -1.1312 4.1252 -0.6790  -0.01
H -4.1649 4.1049 -5.7809  0.08
H -5.0264 4.4325 -4.2813  0.08
H -5.5031 3.0789 -5.2915  0.10
H -2.8370 1.9605 -6.0377  0.07
H -4.1516 0.9944 -5.4060  0.10
H -2.5650 0.9095 -4.6354  0.07
H -5.0023 2.7382 -2.4011  0.07
H -3.8254 1.4267 -2.4032  0.04
H -5.2298 1.3663 -3.4594  0.10
H -1.3649 5.5743 -5.7507  0.08
H -1.8068 4.0552 -6.5266  0.07
H -0.1683 4.6669 -6.6693  0.10
H 0.2960 5.5814 -3.7918  0.07
H 1.3939 4.6580 -4.7918  0.10
H 0.9482 4.0350 -3.2082  0.07
H -0.6885 1.9139 -5.8194  0.07
H 0.1903 1.8126 -4.2958  0.02
H 0.9126 2.5985 -5.6884  0.10
F 2.3430 -1.2259 -1.2133  0.05
C 1.9034 0.0374 -1.5614  -0.62
F 2.0015 0.1239 -2.8986  0.04
F 2.9072 0.8705 -1.0943  0.03



The calculation returns the following electronic energy values, one per record and in order: -4531.062213 -2863.040826 -6670.529840 Eh.